Model a:
C3H6N2O2S in the gas phase. Source: the OMol25 dataset; level of theory: ωB97M-V/def2-TZVPD.

XYZ file:
```
14
Properties=species:S:1:pos:R:3
H -2.239 1.273 1.018
H 2.459 1.099 1.500
S -1.609 -1.352 0.310
N 1.530 0.755 1.197
C -0.588 -0.247 -0.315
N 2.961 -0.269 -0.413
H -2.978 0.944 -0.595
H 2.961 -0.462 -1.404
O -0.876 1.066 -0.546
H -2.232 2.571 -0.356
O 0.716 -0.476 -0.605
H 3.723 0.281 -0.067
C -2.176 1.495 -0.073
C 1.746 0.054 0.164
```

The highest occupied orbital energy is -9.05 eV. The gap between HOMO and LUMO is 9.6 eV. As for the charge: 0. As for the multiplicity: 1. As for the SMILES: [H]/N=C(\N)OC(=S)OC.



Model b:
2 unconnected molecules or ions with the total composition C3H6N2O2S. Source: the OMol25 dataset; level of theory: ωB97M-V/def2-TZVPD.

XYZ file:
```
14
Properties=species:S:1:pos:R:3
H 0.484 -2.786 -0.767
O 1.302 0.438 -0.374
C 1.107 -2.045 -0.288
O -0.373 0.655 1.418
C -1.751 2.587 0.280
N -1.908 1.352 0.613
H -2.481 1.148 1.433
C 0.665 -0.654 -0.899
H 2.163 -2.341 -0.428
H 0.651 -0.577 -1.995
N -1.278 3.500 -0.236
H -0.284 -0.525 -0.513
H 0.840 -1.998 0.793
S 0.863 1.246 0.962
```

The highest occupied orbital energy (spin up / spin down) is -8.82 / -9.18 eV. The gap between HOMO and LUMO (spin up / spin down) is 7.7 / 8.0 eV. As for the charge: 0. As for the multiplicity: 1.



The data favor model a; the next most stable structure lies 90.3 kcal/mol above it.